ORCA calculation (wB97M-V/def2-TZVPD) on a cluster of 2 separate species, C2H8N2S2 in total.

## Properties
Gap between HOMO and LUMO: 9.2 eV
Lowest unoccupied orbital energy: 0.44 eV
Energy above the lowest of the compared OMol25 structures with the same formula, charge and spin: 93.8 kJ/mol
HOMO energy: -8.713 eV

Positions of all 14 atoms, in Å:
S1 0.5481 -1.6107 0.0651
S2 -1.1029 -2.6940 0.8346
H1 -0.2328 -0.8797 -0.7560
H2 -1.2647 -1.9278 1.9236
C1 -0.1365 2.2651 -0.9294
C2 0.7170 2.1205 0.0786
N1 1.3985 3.2332 0.6223
N2 -0.7508 1.1581 -1.6136
H3 -0.4666 3.2453 -1.2656
H4 0.8647 1.1601 0.5613
H5 2.1668 3.5552 0.0522
H6 1.7535 3.0357 1.5462
H7 -0.5956 1.1965 -2.6108
H8 -1.7517 1.1403 -1.4632

---

ORCA calculation (wB97M-V/def2-TZVPD) on a cluster of 2 separate species, C3H8O3 in total.

## Properties
Gap between HOMO and LUMO: 9.2 eV
Lowest unoccupied orbital energy: 0.70 eV
Energy above the lowest of the compared OMol25 structures with the same formula, charge and spin: 536.1 kJ/mol
HOMO energy: -8.527 eV

Positions of all 14 atoms, in Å:
C1 -1.3294 -0.5736 0.4853
O1 -0.7358 0.9865 0.5197
O2 -1.7582 1.8646 0.0637
H1 -1.9794 2.3726 0.8575
H2 -0.7846 -1.4449 0.8317
H3 -2.1436 -0.4544 1.1965
H4 -1.6762 -0.6127 -0.5429
C2 1.6399 -0.3692 -1.0498
C3 1.6301 -0.8026 0.2219
O3 1.0071 0.7085 -1.5038
H5 0.4166 1.0581 -0.7735
H6 2.1610 -0.9087 -1.8379
H7 1.3638 -0.1410 1.0352
H8 2.1889 -1.6831 0.4965

---

ORCA calculation (wB97M-V/def2-TZVPD) on a structure of composition C16H24Ca2O15Pt2.

## Properties
<S²>: 6.009
Gap between HOMO and LUMO (spin up / spin down): 5.5 / 6.2 eV
Charge: +2
Lowest unoccupied orbital energy (spin up / spin down): -7.90 / -7.90 eV
HOMO energy (spin up / spin down): -13.351 / -14.079 eV
Spin multiplicity: 5

Positions of all 59 atoms, in Å:
Ca1 8.2261 27.4275 -3.6587
Ca2 11.2996 30.3008 -4.7745
Pt1 10.5033 25.7916 -6.4829
Pt2 13.3478 28.0758 -7.1928
C1 11.0953 26.6161 -10.4210
C2 11.0215 26.3203 -8.9636
O1 10.2248 25.4216 -8.5758
O2 11.5788 27.0509 -8.0806
H1 10.0485 26.7320 -10.7234
H2 11.5045 25.7410 -10.9198
H3 11.5350 27.5677 -10.7020
C3 11.7124 31.4279 -8.8989
C4 12.3617 30.2638 -8.2028
O3 12.2196 30.0838 -6.9326
O4 13.1333 29.5214 -8.8402
H4 12.3446 31.7155 -9.7350
H5 11.7188 32.3118 -8.2587
H6 10.6934 31.1605 -9.1703
C5 15.9800 30.1685 -4.1456
C6 14.7041 29.6250 -4.7127
O5 13.5971 30.0001 -4.1872
O6 14.7746 28.9621 -5.7805
H7 16.7976 30.0134 -4.8431
H8 16.2762 29.5528 -3.2888
H9 15.8210 31.1901 -3.8195
C7 8.6836 28.8239 -7.7836
C8 8.8266 28.3983 -6.3644
O7 8.5929 27.1883 -6.0015
O8 9.3363 29.1821 -5.4965
H10 8.3844 29.8685 -7.8447
H11 8.0331 28.1862 -8.3708
H12 9.7096 28.7825 -8.1715
C9 12.8410 26.9039 -3.1623
C10 11.7356 27.1925 -4.1128
O9 12.0241 27.6706 -5.2335
O10 10.5061 27.1442 -3.7313
H13 13.8035 26.6712 -3.6161
H14 12.6033 25.9870 -2.6099
H15 13.0510 27.6826 -2.4298
C11 14.3780 24.1660 -5.1442
C12 13.3270 24.9016 -5.9277
O11 12.0820 24.6144 -5.6973
O12 13.6894 25.8470 -6.6361
H16 14.3379 23.0771 -5.2508
H17 14.2700 24.3484 -4.0781
H18 15.3352 24.4052 -5.5980
C13 14.9636 25.1535 1.9209
C14 14.1819 26.0354 0.9727
C15 14.1431 27.5402 1.3081
O13 14.8956 28.1609 0.2933
C16 15.1151 27.2932 -0.7155
O14 15.7551 27.5076 -1.6888
O15 14.7124 26.0454 -0.3620
H19 15.7526 25.6825 2.4489
H20 15.3380 24.2653 1.4128
H21 14.2521 24.7448 2.6425
H22 13.1343 25.7281 0.9402
H23 14.4715 27.7239 2.3376
H24 13.1368 27.9669 1.4124

---

ORCA calculation (wB97M-V/def2-TZVPD) on a structure of composition C62H51IKN5O3S2.

## Properties
Gap between HOMO and LUMO: 6.2 eV
Lowest unoccupied orbital energy: 0.29 eV
Energy above the lowest of the compared OMol25 structures with the same formula, charge and spin: 76.0 kJ/mol
HOMO energy: -5.890 eV

Positions of all 125 atoms, in Å:
K1 -0.3960 -0.3568 -0.0631
N1 -4.8656 0.7947 -0.5934
C1 -3.6851 0.5178 0.0027
N2 -3.0057 -0.5654 -0.1639
C2 -3.4731 -1.5101 -1.0797
N3 -2.7833 -2.4749 -1.5727
N4 -1.4818 -2.6694 -1.0949
C3 -0.6312 -2.8642 -2.0150
C4 0.7943 -3.2005 -1.7225
C5 1.5310 -3.8411 -2.7061
C6 2.8591 -4.1426 -2.4487
C7 3.3933 -3.7930 -1.2232
C8 2.5793 -3.1434 -0.3039
N5 1.3106 -2.8387 -0.5481
C9 -4.8566 -1.3633 -1.5944
C10 -5.4992 -2.3565 -2.3318
C11 -6.7710 -2.1508 -2.8257
C12 -7.4202 -0.9360 -2.5899
C13 -6.8034 0.0555 -1.8577
C14 -5.5209 -0.1675 -1.3576
H1 -5.3012 1.6832 -0.4115
H2 -3.3111 1.3054 0.6549
H3 -0.9163 -2.8012 -3.0672
H4 1.0730 -4.0835 -3.6567
H5 3.4662 -4.6334 -3.1984
H6 4.4289 -3.9926 -0.9830
H7 2.9752 -2.8148 0.6510
H8 -4.9682 -3.2815 -2.5104
H9 -7.2634 -2.9265 -3.3962
H10 -8.4166 -0.7686 -2.9781
H11 -7.3039 0.9968 -1.6630
I1 2.4620 -0.0088 1.9061
C15 3.9042 0.2580 0.3920
C16 5.2064 0.3954 0.7771
C17 6.2036 0.5304 -0.2197
C18 5.8577 0.5076 -1.5383
C19 4.5036 0.3560 -1.9384
C20 4.1579 0.3068 -3.3152
C21 2.8538 0.1299 -3.6754
C22 1.8487 0.0235 -2.6772
C23 2.0759 0.0891 -1.3130
C24 3.4624 0.2388 -0.9705
H12 5.4764 0.3945 1.8245
H13 7.2402 0.6418 0.0746
H14 6.6197 0.5982 -2.3053
H15 4.9424 0.3991 -4.0587
H16 2.5874 0.0852 -4.7284
H17 0.8278 -0.1187 -3.0435
C25 -0.6678 4.5820 7.7579
C26 -0.7213 4.0877 6.3378
C27 0.0147 2.9765 5.9442
C28 -0.0179 2.5289 4.6290
C29 -0.7843 3.2146 3.7035
C30 -1.5409 4.3207 4.0694
C31 -1.5029 4.7458 5.3858
S1 -0.8554 2.6610 2.0152
O1 -2.1857 3.0930 1.4776
C32 0.4416 3.7230 1.3380
C33 1.7157 3.6009 1.9529
C34 2.7934 4.2298 1.4247
C35 2.6600 5.0432 0.2698
C36 3.7773 5.7023 -0.3008
C37 3.6334 6.4916 -1.4027
C38 2.3555 6.6661 -1.9833
C39 1.2649 6.0353 -1.4598
C40 1.3898 5.1917 -0.3222
C41 0.2642 4.4827 0.2165
C42 -1.0405 4.6203 -0.5084
C43 -1.9259 5.6944 -0.1766
C44 -1.6158 6.6305 0.8418
C45 -2.4860 7.6358 1.1518
C46 -3.7124 7.7570 0.4596
C47 -4.0322 6.8693 -0.5265
C48 -3.1475 5.8174 -0.8685
C49 -3.4709 4.8780 -1.8911
C50 -2.6108 3.8784 -2.2085
C51 -1.3787 3.7672 -1.5142
S2 -0.3414 2.3384 -1.8020
O2 -1.2821 1.1769 -1.5793
C52 -0.1565 2.4882 -3.5678
C53 -0.9574 1.7266 -4.3965
C54 -0.7638 1.8071 -5.7712
C55 0.2207 2.6263 -6.3112
C56 0.4459 2.6880 -7.7981
C57 1.0216 3.3722 -5.4453
C58 0.8460 3.3032 -4.0747
H18 -0.2910 3.8119 8.4300
H19 -1.6537 4.8871 8.1092
H20 -0.0076 5.4478 7.8419
H21 0.6143 2.4461 6.6744
H22 0.5535 1.6556 4.3324
H23 -2.1573 4.8188 3.3302
H24 -2.0932 5.6043 5.6862
H25 1.8369 2.9836 2.8308
H26 3.7695 4.1093 1.8792
H27 4.7500 5.5603 0.1547
H28 4.4943 6.9862 -1.8334
H29 2.2426 7.3021 -2.8521
H30 0.2933 6.1709 -1.9171
H31 -0.6766 6.5409 1.3737
H32 -2.2349 8.3469 1.9284
H33 -4.3960 8.5579 0.7104
H34 -4.9691 6.9575 -1.0642
H35 -4.4135 4.9803 -2.4169
H36 -2.8528 3.1604 -2.9824
H37 -1.6976 1.0643 -3.9635
H38 -1.3816 1.2120 -6.4341
H39 -0.3251 2.1401 -8.3388
H40 1.4121 2.2554 -8.0649
H41 0.4422 3.7195 -8.1537
H42 1.8082 3.9970 -5.8535
H43 1.4984 3.8546 -3.4066
C59 0.0545 -2.9235 3.6403
C60 -0.3454 -1.6805 4.4710
C61 -1.3056 -0.9498 3.5380
O3 -0.8219 -1.2468 2.2373
C62 -0.5773 -2.6611 2.2641
H44 -0.3245 -3.8469 4.0780
H45 1.1379 -3.0081 3.5633
H46 0.5298 -1.0573 4.6671
H47 -0.8012 -1.9283 5.4296
H48 -1.3263 0.1322 3.6590
H49 -2.3300 -1.3305 3.6447
H50 0.0553 -2.9093 1.4178
H51 -1.5351 -3.1816 2.1573

---

ORCA calculation (wB97M-V/def2-TZVPD) on a cluster of 3 separate species, C4H10N in total.

## Properties
Gap between HOMO and LUMO: 8.3 eV
Charge: +1
Lowest unoccupied orbital energy: -6.05 eV
Energy above the lowest of the compared OMol25 structures with the same formula, charge and spin: 369.6 kJ/mol
HOMO energy: -14.317 eV

Positions of all 15 atoms, in Å:
C1 -0.5553 -0.6058 1.2820
C2 0.2072 -0.2089 0.1447
C3 -0.0825 1.0577 -0.6229
C4 1.4979 -0.9879 -0.0427
N1 -0.8659 1.9329 -0.0390
H1 -1.5663 -0.3570 1.5244
H2 -0.1807 -1.2698 1.9988
H3 -0.9889 -0.6772 -1.3838
H4 0.6732 1.2477 -1.4773
H5 2.4256 -0.4408 -0.3572
H6 1.5353 -1.8073 -0.7640
H7 1.7709 -1.3676 0.9775
H8 -1.1694 1.6771 0.9164
H9 -1.7321 -1.0797 -1.6428
H10 -0.9689 2.8864 -0.5141

---

ORCA calculation (wB97M-V/def2-TZVPD) on a structure of composition C29H36N4O4PV.

## Properties
<S²>: 0.877
Gap between HOMO and LUMO (spin up / spin down): 5.7 / 6.8 eV
Charge: +3
Lowest unoccupied orbital energy (spin up / spin down): -11.20 / -10.15 eV
HOMO energy (spin up / spin down): -16.923 / -16.950 eV
Spin multiplicity: 2

Positions of all 75 atoms, in Å:
V1 -0.2417 -0.1538 -0.3511
O1 -3.2463 -2.3892 -0.7582
C1 -3.0754 -1.2748 -0.4598
O2 -1.7327 -0.7255 -0.5545
C2 -3.9743 -0.2034 -0.0092
C3 -5.3145 -0.5579 0.1068
C4 -6.2521 0.3848 0.4959
C5 -5.8485 1.6812 0.7683
C6 -4.5086 2.0436 0.6741
C7 -3.5455 1.1215 0.2828
P1 -1.8422 1.8215 0.2143
C8 -1.5763 2.7503 1.7367
C9 -1.8418 4.1263 1.7212
C10 -1.7693 4.8518 2.8995
C11 -1.4221 4.2268 4.0896
C12 -1.1650 2.8613 4.1112
C13 -1.2459 2.1226 2.9425
C14 -1.7583 2.9948 -1.1219
C15 -2.8084 3.1707 -2.0237
C16 -2.6912 4.1238 -3.0249
C17 -1.5324 4.8841 -3.1334
C18 -0.4741 4.6929 -2.2474
C19 -0.5822 3.7492 -1.2431
H1 -5.6062 -1.5758 -0.1184
H2 -7.2934 0.1060 0.5850
H3 -6.5777 2.4255 1.0617
H4 -4.2252 3.0617 0.9143
H5 -2.1070 4.6349 0.8045
H6 -1.9858 5.9119 2.8854
H7 -1.3596 4.8036 5.0035
H8 -0.9118 2.3737 5.0441
H9 -1.0907 1.0594 2.9764
H10 -3.7157 2.5824 -1.9469
H11 -3.5089 4.2766 -3.7176
H12 -1.4559 5.6394 -3.9053
H13 0.4244 5.2901 -2.3355
H14 0.2326 3.6201 -0.5382
C20 -1.0025 -1.7002 2.4480
O3 -0.2050 -0.6638 1.7944
C21 1.1218 -0.5251 2.3549
C22 1.8773 0.2852 1.3436
O4 1.6243 -0.3366 0.0248
C23 2.3362 -1.6157 -0.1784
H15 -1.0028 -1.5195 3.5202
H16 -0.5868 -2.6815 2.2306
H17 -2.0157 -1.6221 2.0672
H18 1.5582 -1.5105 2.5158
H19 1.0856 -0.0003 3.3095
H20 2.9470 0.3163 1.5300
H21 1.4984 1.3070 1.2884
H22 3.3678 -1.5021 0.1409
H23 2.3142 -1.8404 -1.2354
H24 1.8485 -2.4094 0.3812
C24 1.5274 0.4534 -2.8626
N1 0.1381 -0.0443 -2.4176
C25 -0.0353 -1.4697 -3.0096
N2 0.1584 -1.4745 -4.4195
C26 1.5040 -0.9830 -4.7504
N3 1.6783 0.4015 -4.2795
C27 0.6703 1.2464 -4.9338
N4 -0.6817 0.7794 -4.5950
C28 -0.8654 0.8507 -3.1840
C29 -0.8375 -0.6070 -5.0602
H25 2.2845 -0.1743 -2.4021
H26 1.6391 1.4768 -2.5016
H27 -1.0355 -1.8202 -2.7603
H28 0.7016 -2.1234 -2.5422
H29 1.6353 -1.0065 -5.8297
H30 2.2583 -1.6293 -4.2984
H31 0.8090 1.1904 -6.0108
H32 0.7928 2.2836 -4.6202
H33 -1.8714 0.5223 -2.9158
H34 -0.7013 1.8705 -2.8485
H35 -0.7006 -0.6411 -6.1383
H36 -1.8408 -0.9642 -4.8248

---

Number 1: largest force on an atom 1.128 eV Å⁻¹. Number 2: largest force on an atom 3.410 eV Å⁻¹. Number 3: largest force on an atom 2.853 eV Å⁻¹. Number 4: largest force on an atom 1.571 eV Å⁻¹. Number 5: largest force on an atom 4.318 eV Å⁻¹. Number 6: largest force on an atom 2.447 eV Å⁻¹.